a.
{
  "formula": "C2H5NP2",
  "method": "ωB97M-V/def2-TZVPD",
  "e_homo_ha": [-0.3134, -0.3136],
  "gap_ev": [8.0854, 8.0906],
  "total_charge": 0,
  "symbols": ["C", "C", "N", "P", "P", "H", "H", "H", "H", "H"],
  "positions_angstrom": [[-0.541, -0.790, 1.092], [0.196, 1.212, -0.759], [1.732, -0.804, 0.483], [1.950, 0.337, -0.477], [-1.104, 0.033, -0.301], [-0.893, -1.801, 0.990], [-0.598, -0.452, 2.051], [0.215, 2.169, -0.150], [0.022, 1.186, -1.783], [-0.979, -1.090, -1.145]],
  "lowdin_charge": [-0.295, -0.651, -0.429, 0.661, 0.760, 0.006, -0.020, 0.047, -0.046, -0.033]
}



b.
{
  "formula": "C2H5NP2",
  "method": "ωB97M-V/def2-TZVPD",
  "e_homo_ha": [-0.2871, -0.2937],
  "gap_ev": [6.8034, 6.9838],
  "total_charge": 0,
  "symbols": ["C", "C", "N", "P", "P", "H", "H", "H", "H", "H"],
  "positions_angstrom": [[2.333, -0.651, -0.411], [-1.318, 0.654, 0.683], [1.155, -0.121, -0.280], [-0.274, -0.895, 0.312], [-2.746, -0.041, -0.370], [3.147, -0.016, -0.794], [2.688, -1.586, 0.008], [-1.727, 0.347, 1.556], [-0.745, 1.584, 0.781], [-2.514, 0.726, -1.485]],
  "lowdin_charge": [-0.151, -0.786, -0.340, 0.755, 0.680, 0.059, 0.047, -0.093, 0.039, -0.209]
}



c.
{
  "formula": "C2H5NP2",
  "method": "ωB97M-V/def2-TZVPD",
  "e_homo_ha": -0.3598,
  "gap_ev": 10.2141,
  "total_charge": 0,
  "smiles": "N#CC(P)P",
  "symbols": ["C", "C", "N", "P", "P", "H", "H", "H", "H", "H"],
  "positions_angstrom": [[1.505, 0.432, -0.174], [0.227, -0.089, -0.616], [2.469, 0.900, 0.260], [-0.096, -1.899, -0.060], [-1.144, 1.174, 0.159], [0.134, -0.275, -1.742], [-0.776, -1.680, 1.301], [-1.219, -1.882, -0.786], [-0.866, 1.017, 1.556], [-0.234, 2.302, 0.102]],
  "lowdin_charge": [-0.435, -0.815, 0.130, 0.754, 0.748, 0.076, -0.071, -0.167, -0.115, -0.105]
}



d.
{
  "formula": "C2H5NP2",
  "method": "ωB97M-V/def2-TZVPD",
  "e_homo_ha": [-0.2867, -0.3333],
  "gap_ev": [7.0464, 8.5580],
  "total_charge": 0,
  "symbols": ["C", "C", "N", "P", "P", "H", "H", "H", "H", "H"],
  "positions_angstrom": [[0.829, -0.111, 0.389], [2.289, -0.508, -0.051], [-2.891, 0.424, 0.425], [-3.561, 0.925, -0.868], [-0.434, -0.502, -0.602], [0.669, 0.257, 1.397], [2.721, -1.477, 0.374], [2.324, -0.815, -1.105], [2.844, 0.383, 0.169], [-4.790, 1.424, -0.128]],
  "lowdin_charge": [-0.625, -0.208, -0.537, 0.504, 0.800, 0.023, 0.087, 0.040, 0.045, -0.129]
}



Which structure wins on stability? c wins.



a.
{
  "formula": "C19H28N2O4S",
  "method": "ωB97M-V/def2-TZVPD",
  "e_homo_ha": -0.3361,
  "gap_ev": 9.5706,
  "total_charge": 0,
  "smiles": "Cc1ccc(S(=O)(=O)N2CCOCC2)cc1C(=O)NC1CCCCCC1",
  "symbols": ["C", "C", "C", "C", "C", "C", "C", "C", "O", "N", "H", "C", "C", "H", "C", "C", "C", "C", "H", "C", "H", "H", "H", "H", "H", "H", "H", "H", "H", "H", "H", "H", "S", "O", "O", "N", "C", "H", "C", "H", "O", "C", "H", "C", "H", "H", "H", "H", "H", "H", "H", "H", "H", "H"],
  "positions_angstrom": [[-0.541, 4.332, 0.646], [-1.181, 3.125, 0.041], [-2.565, 3.057, -0.093], [-3.185, 1.938, -0.620], [-2.407, 0.875, -1.033], [-1.032, 0.924, -0.936], [-0.406, 2.037, -0.386], [1.094, 2.057, -0.307], [1.773, 3.016, -0.615], [1.617, 0.898, 0.143], [1.009, 0.131, 0.381], [3.048, 0.665, 0.231], [3.631, 0.344, -1.154], [4.702, 0.166, -1.060], [2.956, -0.829, -1.864], [3.552, -2.203, -1.545], [3.954, -2.417, -0.083], [2.979, -1.825, 0.937], [3.027, -2.418, 1.853], [3.323, -0.382, 1.311], [4.381, -0.336, 1.572], [2.757, -0.097, 2.203], [1.957, -1.900, 0.562], [4.042, -3.492, 0.084], [4.942, -1.987, 0.094], [4.439, -2.361, -2.162], [2.821, -2.962, -1.832], [1.891, -0.823, -1.627], [3.030, -0.678, -2.943], [3.498, 1.244, -1.759], [3.489, 1.619, 0.552], [-0.468, 0.093, -1.332], [-3.166, -0.633, -1.638], [-4.462, -0.320, -2.157], [-2.208, -1.312, -2.458], [-3.410, -1.604, -0.309], [-2.268, -2.229, 0.312], [-1.484, -2.292, -0.442], [-1.813, -1.440, 1.546], [-1.054, -1.994, 2.103], [-2.884, -1.243, 2.443], [-3.945, -0.535, 1.835], [-4.719, -0.445, 2.598], [-4.477, -1.284, 0.608], [-5.207, -0.689, 0.061], [-4.943, -2.222, 0.931], [-3.599, 0.469, 1.545], [-1.406, -0.462, 1.242], [-2.555, -3.241, 0.620], [-4.256, 1.882, -0.733], [-3.165, 3.898, 0.224], [0.278, 4.672, 0.017], [-1.264, 5.133, 0.772], [-0.119, 4.084, 1.620]],
  "lowdin_charge": [-0.028, -0.189, -0.012, -0.056, -0.264, -0.022, -0.069, -0.434, 0.081, 0.105, 0.120, -0.304, -0.130, 0.121, -0.190, -0.203, -0.204, -0.195, 0.109, -0.150, 0.118, 0.115, 0.102, 0.107, 0.106, 0.108, 0.108, 0.092, 0.111, 0.112, 0.148, 0.115, 0.672, -0.275, -0.278, -0.233, -0.155, 0.114, -0.184, 0.129, -0.122, -0.176, 0.130, -0.155, 0.117, 0.135, 0.113, 0.110, 0.136, 0.119, 0.117, 0.079, 0.080, 0.097]
}



b.
{
  "formula": "C19H28N2O4S",
  "method": "ωB97M-V/def2-TZVPD",
  "e_homo_ha": -0.2962,
  "gap_ev": 7.7277,
  "total_charge": 0,
  "symbols": ["C", "O", "C", "C", "C", "O", "N", "C", "H", "C", "H", "H", "C", "C", "H", "C", "H", "H", "H", "H", "O", "C", "C", "C", "C", "C", "C", "H", "H", "C", "O", "N", "H", "C", "C", "H", "H", "S", "C", "H", "H", "H", "H", "H", "H", "H", "H", "H", "H", "H", "H", "H", "H", "H"],
  "positions_angstrom": [[-6.525, 2.884, 2.050], [-6.398, 2.128, 0.800], [-5.655, 2.794, -0.049], [-5.419, 1.926, -1.397], [-4.316, 2.384, -2.490], [-4.528, 3.226, -3.253], [-2.836, 2.323, -2.023], [-2.554, 1.158, -1.026], [-3.289, 0.888, -0.285], [-1.974, 0.045, -1.760], [-1.601, -0.689, -0.747], [-2.753, -0.631, -2.160], [-0.832, 0.364, -2.897], [-1.435, 1.516, -3.584], [-0.606, 1.724, -4.349], [-1.875, 2.746, -2.864], [-2.381, 3.460, -3.730], [-1.126, 3.223, -2.328], [-2.312, 1.009, -4.261], [-0.483, -0.367, -3.177], [0.257, 0.907, -2.038], [1.256, 0.299, -1.192], [2.144, 0.957, -0.595], [3.239, 0.362, 0.095], [2.967, -1.383, 0.121], [2.041, -1.809, -0.627], [1.217, -1.133, -1.482], [0.266, -1.767, -1.707], [2.227, -2.851, -0.587], [4.240, -1.731, 0.784], [5.238, -1.358, 1.041], [3.912, -3.165, 1.255], [2.926, -3.327, 1.335], [4.923, -3.781, 2.022], [4.668, -3.511, 3.573], [4.604, -2.422, 4.021], [3.525, -3.978, 3.849], [5.843, -4.212, 4.780], [7.269, -3.470, 4.485], [7.688, -3.558, 3.597], [7.096, -2.242, 4.627], [8.172, -3.738, 5.311], [5.960, -3.430, 1.860], [4.889, -4.819, 1.827], [3.978, 0.657, 0.535], [2.076, 2.073, -0.892], [-1.704, 1.863, -0.583], [-5.213, 0.995, -1.240], [-6.438, 1.876, -1.823], [-4.381, 2.906, 0.487], [-5.977, 3.700, -0.274], [-7.192, 2.117, 2.688], [-5.793, 3.014, 2.515], [-7.022, 3.853, 1.764]],
  "lowdin_charge": [-0.013, -0.166, -0.280, -0.026, -0.329, 0.097, -0.096, -0.171, 0.103, -0.132, 0.183, 0.109, -0.206, -0.146, 0.141, -0.238, 0.193, 0.105, 0.189, -0.002, -0.089, -0.256, -0.053, 0.214, -0.059, -0.153, 0.034, 0.151, 0.116, -0.473, 0.203, 0.009, 0.100, -0.280, -0.473, 0.089, 0.133, 0.742, -0.589, -0.050, 0.103, 0.122, 0.114, 0.094, -0.014, 0.166, 0.164, 0.015, 0.125, 0.198, 0.062, 0.154, -0.055, 0.120]
}



Which structure wins on stability? a wins.



a.
{
  "formula": "C25H26N4O5S",
  "method": "ωB97M-V/def2-TZVPD",
  "e_homo_ha": -0.3142,
  "gap_ev": 8.5534,
  "total_charge": 0,
  "smiles": "CCOC(=O)CSc1nc2cc(C(=O)N3CCC(C(N)=O)CC3)ccc2c(=O)n1-c1ccccc1",
  "symbols": ["C", "C", "H", "H", "O", "C", "O", "C", "H", "H", "S", "C", "N", "C", "C", "C", "C", "C", "C", "C", "O", "N", "C", "C", "C", "C", "C", "C", "H", "H", "H", "H", "H", "H", "H", "C", "O", "N", "C", "H", "C", "H", "H", "C", "C", "O", "N", "H", "H", "C", "C", "H", "H", "H", "H", "H", "H", "H", "H", "H", "H"],
  "positions_angstrom": [[-0.301, -0.885, -2.230], [-0.215, -2.327, -1.755], [-0.091, -3.006, -2.603], [-1.107, -2.608, -1.188], [0.930, -2.523, -0.915], [0.723, -2.831, 0.363], [-0.351, -3.039, 0.864], [2.032, -3.079, 1.097], [1.854, -3.021, 2.170], [2.414, -4.067, 0.835], [3.341, -1.911, 0.634], [2.369, -0.458, 0.712], [1.166, -0.599, 1.136], [0.305, 0.455, 1.031], [-1.034, 0.257, 1.377], [-1.958, 1.247, 1.112], [-1.533, 2.483, 0.603], [-0.209, 2.705, 0.308], [0.725, 1.683, 0.492], [2.124, 1.867, 0.116], [2.617, 2.895, -0.289], [2.908, 0.704, 0.254], [4.280, 0.758, -0.127], [5.264, 0.537, 0.827], [6.595, 0.595, 0.456], [6.940, 0.880, -0.854], [5.953, 1.109, -1.798], [4.619, 1.048, -1.440], [3.842, 1.230, -2.166], [6.221, 1.337, -2.818], [7.980, 0.929, -1.139], [7.363, 0.424, 1.195], [4.986, 0.330, 1.850], [0.134, 3.649, -0.086], [-2.269, 3.258, 0.455], [-3.421, 1.086, 1.365], [-4.083, 2.020, 1.798], [-3.989, -0.107, 1.076], [-3.402, -1.173, 0.287], [-3.100, -2.004, 0.934], [-4.400, -1.664, -0.773], [-3.847, -2.054, -1.627], [-5.033, -2.460, -0.379], [-5.280, -0.487, -1.212], [-4.350, 0.594, -1.773], [-3.538, 0.314, -2.634], [-4.496, 1.857, -1.325], [-4.980, 2.087, -0.474], [-3.845, 2.539, -1.681], [-6.184, -0.101, -0.037], [-5.415, -0.255, 1.289], [-5.585, -1.247, 1.716], [-5.727, 0.498, 2.013], [-6.570, 0.911, -0.153], [-7.046, -0.770, -0.022], [-5.898, -0.800, -2.060], [-2.515, -0.789, -0.216], [-1.303, -0.688, 1.819], [-0.303, -0.206, -1.380], [-1.221, -0.733, -2.788], [0.548, -0.643, -2.864]],
  "lowdin_charge": [-0.036, -0.186, 0.128, 0.105, -0.035, -0.597, 0.085, -0.327, 0.094, 0.093, 1.059, -0.544, 0.105, -0.195, 0.050, -0.109, -0.004, 0.017, -0.063, -0.343, 0.110, 0.066, -0.260, -0.048, -0.070, -0.079, -0.064, -0.001, 0.125, 0.106, 0.104, 0.106, 0.116, 0.123, 0.115, -0.428, 0.051, -0.039, -0.140, 0.129, -0.114, 0.116, 0.119, -0.217, -0.511, 0.052, 0.203, 0.084, 0.119, -0.117, -0.122, 0.130, 0.123, 0.107, 0.118, 0.153, 0.101, 0.125, 0.061, 0.067, 0.081]
}



b.
{
  "formula": "C25H26N4O5S",
  "method": "ωB97M-V/def2-TZVPD",
  "e_homo_ha": -0.3004,
  "gap_ev": 7.4106,
  "total_charge": 0,
  "smiles": "CCN(c1ccccc1)S(=O)(=O)c1ccc(OC)c(/N=N/C(C(=O)Nc2ccccc2)=C(/C)O)c1",
  "symbols": ["C", "H", "H", "H", "C", "N", "C", "C", "C", "C", "C", "C", "H", "H", "H", "H", "H", "S", "O", "O", "C", "C", "C", "N", "N", "C", "C", "O", "H", "C", "H", "H", "H", "C", "O", "N", "C", "C", "C", "C", "C", "C", "H", "H", "H", "H", "H", "H", "C", "C", "C", "H", "H", "O", "C", "H", "H", "H", "H", "H", "H"],
  "positions_angstrom": [[-1.720, -2.914, 0.587], [-1.355, -2.505, 1.525], [-1.591, -3.993, 0.604], [-1.151, -2.507, -0.246], [-3.198, -2.582, 0.425], [-3.390, -1.150, 0.256], [-4.324, -0.671, -0.678], [-5.465, -1.383, -1.039], [-6.351, -0.857, -1.961], [-6.125, 0.387, -2.523], [-4.998, 1.104, -2.158], [-4.100, 0.579, -1.248], [-3.215, 1.131, -0.972], [-4.812, 2.077, -2.589], [-6.823, 0.797, -3.237], [-7.233, -1.419, -2.231], [-5.672, -2.341, -0.587], [-3.270, -0.190, 1.640], [-4.501, 0.514, 1.849], [-2.770, -1.016, 2.699], [-2.009, 1.019, 1.233], [-0.728, 0.611, 0.948], [0.274, 1.543, 0.664], [1.508, 0.999, 0.393], [2.460, 1.816, 0.135], [3.722, 1.409, -0.147], [4.539, 2.510, -0.380], [4.008, 3.716, -0.297], [3.053, 3.588, -0.068], [5.978, 2.460, -0.716], [6.126, 1.897, -1.636], [6.363, 3.471, -0.821], [6.523, 1.920, 0.056], [4.242, 0.013, -0.222], [5.402, -0.225, -0.519], [3.299, -0.919, 0.069], [3.414, -2.307, 0.097], [2.279, -3.032, 0.463], [2.316, -4.412, 0.506], [3.483, -5.088, 0.187], [4.610, -4.370, -0.174], [4.585, -2.988, -0.222], [5.464, -2.432, -0.503], [5.523, -4.890, -0.423], [3.512, -6.166, 0.221], [1.431, -4.960, 0.793], [1.371, -2.505, 0.717], [2.374, -0.541, 0.298], [-0.051, 2.929, 0.679], [-1.356, 3.309, 0.979], [-2.329, 2.364, 1.256], [-3.342, 2.652, 1.488], [-1.627, 4.353, 1.002], [0.944, 3.804, 0.400], [0.665, 5.189, 0.414], [0.333, 5.519, 1.403], [1.605, 5.680, 0.168], [-0.088, 5.453, -0.334], [-0.479, -0.436, 0.947], [-3.750, -2.941, 1.300], [-3.582, -3.075, -0.470]],
  "lowdin_charge": [-0.093, 0.056, 0.077, 0.078, -0.241, -0.172, -0.277, -0.020, -0.079, -0.092, -0.072, -0.022, 0.102, 0.104, 0.100, 0.104, 0.112, 0.700, -0.263, -0.270, -0.281, 0.023, -0.156, 0.067, 0.072, -0.119, -0.253, 0.103, 0.098, 0.007, 0.101, 0.091, 0.101, -0.397, 0.050, 0.136, -0.215, -0.027, -0.091, -0.103, -0.084, -0.013, 0.096, 0.103, 0.097, 0.099, 0.093, 0.090, -0.182, 0.005, -0.050, 0.119, 0.108, -0.108, -0.057, 0.102, 0.096, 0.102, 0.102, 0.123, 0.121]
}



c.
{
  "formula": "C25H26N4O5S",
  "method": "ωB97M-V/def2-TZVPD",
  "e_homo_ha": -0.3100,
  "gap_ev": 8.6658,
  "total_charge": 0,
  "smiles": "COc1cccc(-c2nc3c(c(SCC(=O)N4CCOCC4)n2)Cc2c(CO)cnc(C)c2O3)c1",
  "symbols": ["C", "H", "O", "C", "C", "C", "C", "C", "C", "H", "C", "N", "C", "C", "C", "N", "S", "C", "H", "C", "O", "N", "C", "H", "C", "H", "O", "C", "H", "C", "H", "H", "H", "H", "H", "H", "C", "C", "C", "C", "N", "C", "C", "C", "O", "H", "H", "H", "H", "C", "H", "H", "H", "O", "H", "H", "H", "H", "H", "H", "H"],
  "positions_angstrom": [[0.717, 6.592, 2.470], [0.952, 7.246, 1.623], [0.174, 5.367, 2.043], [0.927, 4.564, 1.241], [2.221, 4.852, 0.814], [2.890, 3.955, -0.005], [2.300, 2.775, -0.406], [1.007, 2.478, 0.024], [0.326, 3.374, 0.840], [-0.675, 3.150, 1.167], [0.342, 1.237, -0.374], [-0.959, 1.145, -0.129], [-1.586, 0.035, -0.481], [-0.926, -1.039, -1.081], [0.439, -0.839, -1.274], [1.069, 0.272, -0.937], [1.361, -2.167, -1.964], [3.049, -1.505, -2.109], [3.680, -2.390, -2.214], [3.587, -0.607, -1.006], [4.123, 0.436, -1.329], [3.568, -1.039, 0.269], [3.063, -2.289, 0.787], [2.698, -2.935, -0.007], [1.940, -2.000, 1.794], [1.605, -2.922, 2.270], [2.393, -1.161, 2.828], [2.867, 0.067, 2.315], [3.205, 0.645, 3.176], [4.016, -0.154, 1.328], [4.325, 0.790, 0.880], [4.864, -0.617, 1.845], [2.053, 0.607, 1.811], [1.092, -1.531, 1.272], [3.881, -2.797, 1.314], [3.091, -0.924, -3.030], [-1.631, -2.299, -1.467], [-3.100, -2.212, -1.166], [-3.637, -1.080, -0.565], [-5.013, -1.021, -0.289], [-5.814, -2.025, -0.590], [-5.316, -3.106, -1.162], [-3.973, -3.259, -1.474], [-3.459, -4.513, -2.128], [-4.508, -5.428, -2.325], [-4.158, -6.217, -2.751], [-2.991, -4.248, -3.091], [-2.675, -4.955, -1.490], [-6.017, -3.895, -1.386], [-5.603, 0.189, 0.357], [-6.672, 0.048, 0.474], [-5.409, 1.070, -0.252], [-5.143, 0.355, 1.329], [-2.899, 0.023, -0.210], [-1.184, -3.148, -0.933], [-1.472, -2.494, -2.535], [2.829, 2.086, -1.042], [3.891, 4.189, -0.334], [2.713, 5.766, 1.108], [-0.054, 7.059, 3.080], [1.617, 6.446, 3.076]],
  "lowdin_charge": [-0.093, 0.095, -0.083, -0.265, -0.019, -0.062, -0.030, -0.158, 0.058, 0.120, -0.270, 0.228, -0.237, -0.139, -0.509, 0.148, 1.013, -0.329, 0.090, -0.532, 0.028, -0.049, -0.132, 0.075, -0.179, 0.130, -0.121, -0.165, 0.131, -0.095, 0.122, 0.135, 0.116, 0.116, 0.135, 0.090, -0.103, -0.077, -0.117, -0.259, 0.118, -0.077, -0.129, -0.221, -0.052, 0.096, 0.131, 0.130, 0.115, -0.016, 0.080, 0.086, 0.086, 0.114, 0.126, 0.125, 0.084, 0.109, 0.101, 0.092, 0.095]
}



Which structure wins on stability? a wins.